No. 1
{
  "formula": "C24H59N7O16",
  "method": "ωB97M-V with the def2-TZVPD basis set",
  "symbols": ["C", "C", "O", "N", "H", "H", "C", "H", "H", "H", "H", "H", "H", "C", "C", "O", "N", "H", "H", "C", "H", "H", "H", "H", "H", "H", "C", "C", "O", "N", "H", "H", "C", "H", "H", "H", "H", "H", "H", "C", "C", "O", "N", "H", "H", "C", "H", "H", "H", "H", "H", "H", "C", "C", "O", "N", "H", "H", "C", "H", "H", "H", "H", "H", "H", "C", "C", "O", "N", "H", "H", "C", "H", "H", "H", "H", "H", "H", "C", "C", "O", "N", "H", "H", "C", "H", "H", "H", "H", "H", "H", "O", "C", "O", "O", "H", "O", "C", "O", "O", "H", "O", "C", "O", "O", "H"],
  "xyz": [[2.04, 0.52, 4.33], [1.19, 1.71, 4.51], [1.43, 2.74, 5.02], [-0.12, 1.59, 3.68], [0.16, 2.11, 2.83], [-0.15, 0.64, 3.30], [-1.38, 2.12, 4.33], [1.91, 0.06, 3.36], [1.79, -0.12, 5.19], [3.08, 0.76, 4.54], [-2.28, 1.87, 3.76], [-1.28, 3.20, 4.40], [-1.41, 1.71, 5.34], [-3.15, -3.14, -1.04], [-2.68, -4.53, -1.32], [-2.33, -5.36, -0.54], [-2.36, -4.73, -2.80], [-2.82, -3.99, -3.35], [-1.37, -4.48, -2.91], [-2.66, -6.15, -3.28], [-3.91, -2.82, -1.76], [-2.36, -2.40, -1.17], [-3.60, -3.10, -0.05], [-3.70, -6.46, -3.19], [-2.11, -6.85, -2.65], [-2.41, -6.19, -4.33], [4.23, -6.76, 2.25], [3.39, -5.56, 1.91], [3.58, -4.83, 1.01], [2.36, -5.18, 3.01], [2.17, -6.02, 3.56], [2.84, -4.49, 3.59], [1.06, -4.57, 2.53], [4.33, -6.91, 3.33], [5.20, -6.73, 1.77], [3.75, -7.64, 1.81], [0.71, -5.24, 1.75], [1.24, -3.56, 2.17], [0.46, -4.58, 3.45], [3.55, -2.63, -1.33], [4.50, -2.01, -0.37], [5.65, -2.23, -0.19], [3.89, -1.08, 0.71], [2.87, -1.12, 0.83], [4.19, -1.41, 1.63], [4.25, 0.38, 0.44], [3.07, -1.78, -1.84], [2.91, -3.38, -0.88], [4.12, -3.04, -2.16], [4.13, 1.05, 1.28], [3.68, 0.60, -0.46], [5.31, 0.36, 0.21], [-4.09, 1.84, 0.39], [-4.66, 1.45, 1.74], [-5.16, 2.24, 2.45], [-4.31, 0.06, 2.27], [-3.58, -0.43, 1.72], [-3.79, 0.06, 3.15], [-5.60, -0.72, 2.68], [-3.17, 2.38, 0.64], [-4.62, 2.65, -0.11], [-3.93, 1.06, -0.34], [-5.38, -1.66, 3.18], [-6.18, -0.71, 1.76], [-6.03, 0.01, 3.36], [-2.17, 3.05, -2.92], [-2.58, 4.37, -3.51], [-3.49, 4.54, -4.24], [-1.88, 5.64, -2.96], [-1.73, 5.58, -1.95], [-0.92, 5.79, -3.30], [-2.70, 6.91, -3.19], [-1.79, 3.14, -1.91], [-1.50, 2.64, -3.68], [-3.07, 2.44, -2.86], [-3.71, 6.74, -2.84], [-2.61, 7.07, -4.26], [-2.18, 7.67, -2.62], [1.43, 2.26, -2.34], [2.86, 2.60, -2.08], [3.77, 1.85, -2.20], [3.06, 4.07, -1.94], [2.49, 4.49, -2.67], [2.59, 4.27, -1.04], [4.48, 4.59, -2.00], [1.20, 2.54, -3.38], [0.74, 2.92, -1.82], [1.16, 1.24, -2.10], [4.46, 5.67, -1.86], [4.89, 4.30, -2.97], [5.17, 4.07, -1.34], [-0.38, -1.43, -2.89], [-1.67, -1.15, -3.18], [-2.38, -2.05, -3.70], [-2.08, 0.00, -2.85], [-0.17, -2.24, -3.38], [-0.63, 0.89, -0.63], [-1.12, 0.27, 0.45], [-0.61, 0.59, 1.58], [-2.04, -0.56, 0.35], [-0.85, 0.25, -1.35], [2.23, 2.60, 0.55], [1.43, 3.68, 0.94], [1.77, 4.78, 0.47], [0.50, 3.48, 1.76], [1.60, 1.87, 0.74]],
  "largest_force_ev_per_a": 3.79,
  "e_homo_ev": -16.73,
  "homo_lumo_gap_ev": 6.842,
  "e_lumo_ev": -9.892,
  "total_charge": 4
}


No. 2
{
  "formula": "C54H52BiN8O6S2",
  "method": "ωB97M-V with the def2-TZVPD basis set",
  "symbols": ["Bi", "C", "C", "C", "C", "C", "C", "C", "C", "C", "C", "C", "C", "N", "C", "C", "N", "C", "C", "C", "C", "C", "C", "C", "C", "C", "C", "C", "C", "C", "C", "C", "C", "C", "C", "C", "C", "C", "C", "H", "H", "H", "H", "H", "H", "H", "H", "H", "H", "H", "H", "H", "H", "H", "H", "H", "H", "H", "H", "H", "H", "H", "H", "H", "H", "H", "H", "H", "H", "H", "H", "H", "H", "H", "H", "H", "H", "H", "H", "O", "S", "O", "O", "C", "N", "C", "C", "C", "N", "C", "C", "C", "N", "C", "C", "H", "H", "H", "H", "H", "H", "O", "S", "O", "O", "C", "N", "C", "C", "C", "N", "C", "C", "C", "N", "C", "C", "H", "H", "H", "H", "H", "H"],
  "xyz": [[0.01, -0.02, -0.57], [-4.58, -1.46, -2.87], [-3.41, -0.52, -2.56], [-2.87, 0.12, -3.85], [-3.80, 0.55, -1.57], [-4.85, 1.42, -1.85], [-5.21, 2.40, -0.96], [-4.51, 2.56, 0.23], [-3.45, 1.72, 0.55], [-2.70, 1.89, 1.84], [-2.45, 3.36, 2.17], [-3.46, 1.21, 2.99], [-3.12, 0.70, -0.35], [-2.09, -0.22, -0.07], [-2.42, -1.44, 0.40], [-1.44, -2.44, 0.39], [-0.23, -2.13, -0.08], [0.68, -3.17, -0.38], [1.71, -3.52, 0.50], [2.53, -4.58, 0.15], [2.34, -5.28, -1.02], [1.34, -4.91, -1.90], [0.50, -3.85, -1.60], [-0.58, -3.43, -2.57], [-1.54, -4.58, -2.89], [0.04, -2.85, -3.85], [1.89, -2.78, 1.80], [3.36, -2.53, 2.12], [1.21, -3.56, 2.94], [-2.03, -3.68, 0.87], [-1.60, -4.97, 1.07], [-2.54, -5.92, 1.54], [-3.85, -5.61, 1.80], [-4.32, -4.29, 1.60], [-5.63, -3.80, 1.79], [-5.92, -2.48, 1.53], [-4.96, -1.56, 1.06], [-3.67, -2.01, 0.87], [-3.38, -3.37, 1.15], [-4.25, -2.25, -3.55], [-5.41, -0.94, -3.33], [-4.93, -1.93, -1.95], [-2.61, -1.12, -2.13], [-3.63, 0.74, -4.32], [-2.57, -0.65, -4.55], [-2.01, 0.74, -3.62], [-5.40, 1.31, -2.78], [-6.04, 3.06, -1.18], [-4.80, 3.33, 0.92], [-1.73, 1.39, 1.74], [-3.34, 3.82, 2.59], [-2.16, 3.91, 1.28], [-1.65, 3.46, 2.89], [-4.48, 1.60, 3.04], [-2.97, 1.42, 3.94], [-3.51, 0.13, 2.85], [3.32, -4.88, 0.83], [2.98, -6.12, -1.26], [1.21, -5.46, -2.82], [-1.17, -2.63, -2.11], [-1.03, -5.40, -3.39], [-2.34, -4.22, -3.53], [-1.98, -4.95, -1.96], [0.64, -3.59, -4.36], [0.67, -2.00, -3.60], [-0.74, -2.51, -4.52], [1.39, -1.81, 1.71], [3.86, -3.45, 2.43], [3.45, -1.82, 2.94], [3.88, -2.13, 1.26], [1.57, -4.58, 2.94], [0.13, -3.57, 2.81], [1.45, -3.10, 3.89], [-0.59, -5.28, 0.87], [-2.19, -6.93, 1.70], [-4.52, -6.37, 2.16], [-6.41, -4.46, 2.14], [-6.93, -2.12, 1.67], [-5.24, -0.54, 0.86], [10.05, -2.01, 2.27], [9.27, -1.18, 3.19], [7.86, -1.54, 3.20], [9.27, 0.60, 2.29], [8.75, 0.59, 1.13], [9.57, 0.50, 0.06], [9.03, 0.39, -1.12], [7.65, 0.38, -1.34], [6.87, 0.54, -0.19], [7.41, 0.66, 1.01], [5.40, 0.52, -0.24], [4.69, 0.35, -1.43], [3.32, 0.19, -1.36], [2.64, 0.23, -0.23], [3.30, 0.46, 0.90], [4.67, 0.59, 0.95], [9.72, 0.30, -1.95], [7.24, 0.26, -2.33], [5.18, 0.30, -2.38], [2.73, 0.01, -2.26], [2.69, 0.52, 1.80], [5.21, 0.71, 1.87], [1.92, 10.07, 2.37], [1.12, 9.24, 3.26], [1.54, 7.85, 3.28], [-0.63, 9.16, 2.27], [-0.49, 8.66, 1.12], [-0.59, 9.47, 0.04], [-0.31, 8.96, -1.14], [0.01, 7.63, -1.34], [-0.04, 6.83, -0.20], [-0.28, 7.33, 1.00], [0.07, 5.37, -0.28], [-0.45, 4.68, -1.38], [-0.48, 3.30, -1.35], [-0.01, 2.59, -0.32], [0.53, 3.24, 0.70], [0.59, 4.62, 0.77], [-0.37, 9.66, -1.97], [0.27, 7.24, -2.31], [-0.85, 5.21, -2.22], [-0.91, 2.72, -2.15], [0.91, 2.61, 1.50], [1.00, 5.13, 1.63]],
  "largest_force_ev_per_a": 1.09,
  "e_homo_ev": [-5.82, -5.82],
  "homo_lumo_gap_ev": [5.584, 5.481],
  "e_lumo_ev": [-0.233, -0.337],
  "total_charge": -1
}


No. 3
{
  "formula": "C5H7IN",
  "method": "ωB97M-V with the def2-TZVPD basis set",
  "symbols": ["C", "N", "C", "I", "C", "C", "C", "H", "H", "H", "H", "H", "H", "H"],
  "xyz": [[0.60, -1.51, -0.92], [0.18, -0.38, -0.21], [0.62, 0.88, -0.31], [2.39, 1.33, -1.46], [-0.09, 1.78, 0.41], [-1.07, 1.04, 0.99], [-0.92, -0.39, 0.72], [0.91, -2.34, -0.20], [1.46, -1.34, -1.66], [-0.22, -1.91, -1.70], [0.25, 2.83, 0.68], [-1.83, 1.54, 1.58], [-0.44, -0.67, 1.65], [-1.82, -0.86, 0.44]],
  "largest_force_ev_per_a": 4.96,
  "e_homo_ev": -14.23,
  "homo_lumo_gap_ev": 9.168,
  "smiles": "C[N+]1=C(I)C=CC1",
  "e_lumo_ev": -5.065,
  "total_charge": 1
}